[1]
{"formula": "C4H2Br2N2", "method": "the ωB97M-V functional and the def2-TZVPD basis", "elements": ["C", "N", "H", "Br", "H", "Br", "N", "C", "C", "C"], "positions_angstrom": [[-1.660, -0.388, 0.020], [-2.461, -0.826, -0.632], [0.522, -0.982, -1.571], [-0.367, -0.273, 2.505], [1.130, -1.717, -0.277], [2.444, 0.401, -0.729], [0.211, 2.627, 0.304], [-0.521, 0.284, 0.617], [-0.249, 1.601, 0.342], [0.952, -0.727, -0.579]], "mulliken_charge": [0.23, -0.35, 0.36, 0.00, 0.44, -0.05, -0.33, 0.07, 0.22, -0.59], "relative_energy_kcal_mol": 25.38, "e_homo_ev": -10.40, "lumo_energy_ha": -0.0403, "gap_ev": 9.30, "spin_multiplicity": 1}

=====

[2]
{"formula": "C51H50AsKN3O5P2S", "method": "the ωB97M-V functional and the def2-TZVPD basis", "elements": ["C", "H", "H", "C", "H", "C", "C", "C", "C", "C", "O", "N", "H", "H", "P", "C", "C", "H", "H", "H", "C", "H", "H", "C", "H", "H", "H", "C", "C", "H", "C", "H", "H", "H", "H", "O", "H", "C", "C", "H", "C", "H", "C", "C", "C", "C", "O", "C", "H", "N", "C", "O", "H", "H", "H", "H", "C", "C", "H", "C", "As", "C", "H", "C", "S", "C", "C", "H", "H", "H", "H", "C", "O", "P", "C", "C", "H", "C", "H", "H", "C", "C", "H", "C", "C", "C", "H", "H", "C", "C", "H", "C", "C", "H", "H", "H", "H", "C", "H", "C", "H", "C", "C", "H", "C", "C", "H", "K", "N", "H", "C", "H", "H", "C"], "positions_angstrom": [[-3.483, 1.199, 3.618], [4.475, 0.446, -2.621], [-1.756, -0.851, 5.656], [0.198, -4.714, -5.216], [-4.402, 6.479, 1.139], [-0.922, 2.312, -3.953], [0.025, -3.764, -3.019], [2.764, -2.044, -0.556], [-0.296, -0.598, -7.538], [-3.481, 6.236, 0.622], [-3.765, 0.777, -0.563], [1.012, -0.722, 2.828], [-6.118, -3.971, -3.176], [0.625, 5.184, -4.846], [-0.485, 0.602, -3.624], [-2.649, 7.246, 0.162], [2.253, 3.321, -1.131], [-5.781, 0.614, -0.754], [-5.510, -2.426, 0.770], [-5.249, 1.247, 0.812], [-3.145, 4.910, 0.431], [0.676, -5.398, -5.902], [4.559, -2.262, -1.707], [0.891, -1.316, -7.548], [-4.435, 1.693, 3.481], [-2.602, 2.019, 1.826], [-1.653, 6.068, -4.460], [-5.494, -3.469, -2.451], [-2.470, 1.383, 2.690], [-3.243, -1.719, 0.144], [4.326, -1.492, 1.574], [-3.130, 1.501, -0.320], [-2.539, 0.372, -2.362], [5.395, 1.347, 0.100], [-3.802, 4.126, 0.791], [-0.928, -1.711, -1.009], [2.100, -2.226, -1.392], [0.092, 3.171, -4.367], [2.816, -1.607, 4.141], [-6.966, -3.537, -0.896], [-2.003, -0.244, -3.090], [6.013, -1.731, 0.280], [2.734, -1.775, 6.699], [-1.476, 6.897, -0.495], [0.344, -0.527, 3.966], [-1.011, -2.947, -3.453], [2.033, -1.502, 7.684], [-1.988, -0.205, 4.823], [4.475, 2.214, -2.844], [-1.275, 0.815, 2.781], [0.861, -0.838, 5.218], [3.859, -2.294, 6.648], [-3.458, 4.550, -3.737], [-2.239, -2.389, -5.133], [-2.904, 8.286, 0.312], [5.098, 3.033, -0.407], [-3.236, 0.375, 4.703], [1.212, -0.835, -5.219], [3.056, 1.238, -3.330], [-2.203, 2.815, -3.734], [3.047, 1.549, -0.827], [3.858, 1.345, -2.601], [-0.877, -0.500, -8.442], [-2.469, 4.163, -3.935], [-1.546, 2.861, -0.488], [-5.050, 1.261, -0.266], [1.648, -1.429, -6.395], [2.960, 3.958, -1.666], [1.444, -5.268, -3.564], [4.431, 2.419, 1.126], [3.789, -2.068, 4.208], [-4.213, -3.075, -2.798], [0.618, 0.396, -2.649], [-1.747, -1.838, -2.242], [4.934, -1.759, 0.364], [-5.966, -3.229, -1.169], [-3.846, -3.293, -3.795], [2.931, -1.530, 1.656], [-5.188, 2.287, -0.630], [2.008, 3.765, -0.165], [-1.443, -3.026, -4.775], [4.138, -2.051, -0.735], [-2.991, 2.180, -3.364], [-0.726, 0.004, -6.370], [2.224, -1.262, 2.933], [-1.965, 4.541, -0.223], [-0.227, 5.311, -1.206], [1.099, 2.795, -4.517], [-3.873, -2.208, -0.580], [-5.155, -2.606, -0.235], [0.321, -0.654, 6.136], [-1.142, 5.572, -0.687], [0.019, -0.123, -5.205], [-1.638, 0.590, -6.375], [1.230, -1.786, -8.461], [0.357, -3.696, -1.991], [-2.688, -0.389, -3.932], [-1.452, 5.012, -4.332], [1.779, -0.920, -4.304], [4.670, 2.163, 0.094], [2.575, -1.982, -6.403], [-1.026, 0.049, 3.842], [0.633, -4.640, -3.905], [-1.178, -3.957, -6.679], [-0.845, -3.909, -5.653], [-3.402, -2.436, -1.869], [-0.807, 7.667, -0.864], [0.103, 0.242, -0.112], [2.171, -1.798, 0.600], [1.320, 3.215, -1.681], [-0.172, 4.516, -4.548], [4.909, -1.241, 2.446], [-3.999, 0.190, 5.449], [2.127, -1.392, 5.326]], "mulliken_charge": [-0.77, 0.31, 0.41, -0.64, 0.37, 0.63, -0.88, 0.04, -0.69, -0.60, 0.36, 0.14, 0.43, 0.42, 0.17, -0.48, -1.00, 0.28, 0.45, 0.20, -0.54, 0.40, 0.50, -0.61, 0.42, 0.39, 0.41, -0.72, -0.04, 0.35, -0.96, -0.42, -0.56, 0.35, 0.23, -1.10, 0.41, -0.80, -0.96, 0.38, -0.31, 0.40, 0.63, -0.63, 1.03, 1.01, -0.74, -0.79, 0.46, 0.00, -1.10, -0.74, 0.40, 0.39, 0.35, 0.43, -0.62, -0.24, -0.01, -0.23, 0.77, -0.97, 0.42, -0.47, -0.26, -0.82, -0.61, 0.50, 0.47, 0.37, 0.62, -0.52, 0.48, 1.71, -0.70, -0.53, 0.26, 0.63, 0.24, 0.49, -0.27, -0.82, 0.12, -0.63, 0.75, 0.37, 0.28, 0.30, -0.78, -0.51, 0.57, -0.45, 0.43, 0.45, 0.40, 0.57, 0.89, -0.54, 0.31, -1.34, 0.44, 0.13, -0.76, 0.42, -1.15, 0.59, 0.39, 1.57, -0.14, -0.17, -0.74, 0.47, 0.41, -0.68], "total_charge": -1, "relative_energy_kcal_mol": 0.00, "e_homo_ev": -4.66, "lumo_energy_ha": 0.0599, "gap_ev": 6.29, "spin_multiplicity": 1}

=====

[3]
{"formula": "C18H30N2O3S", "method": "the ωB97M-V functional and the def2-TZVPD basis", "elements": ["H", "H", "H", "H", "H", "C", "C", "C", "H", "C", "H", "C", "H", "C", "H", "H", "C", "H", "H", "H", "C", "H", "C", "C", "H", "H", "C", "H", "C", "C", "N", "H", "O", "C", "H", "O", "H", "C", "H", "C", "H", "H", "H", "O", "C", "H", "H", "H", "H", "H", "N", "S", "C", "H"], "positions_angstrom": [[-7.157, -2.124, -2.001], [8.169, -0.021, -2.161], [-2.416, 3.483, 1.102], [-5.902, -3.297, -1.401], [-1.018, 4.091, 0.272], [-3.406, 0.070, -1.128], [7.063, -0.692, -0.597], [4.939, 0.951, -1.564], [-5.968, -2.320, 0.786], [-1.998, 2.157, -0.576], [0.944, 2.301, 0.321], [-3.105, 0.974, 0.140], [-2.254, -0.297, -1.586], [3.299, 0.045, -0.045], [1.589, -1.362, 2.466], [-0.575, 3.205, 2.581], [5.737, -0.943, 0.015], [-3.951, 0.774, -2.053], [2.663, 0.715, -0.629], [1.319, 1.889, 2.154], [-6.809, -2.737, -1.015], [-3.662, -1.642, 0.123], [-4.198, -1.202, -0.912], [-1.613, 3.106, 0.578], [6.338, 1.433, -3.066], [-1.022, 1.537, -0.681], [-5.587, -0.651, -0.392], [-2.671, 0.363, 0.822], [6.354, -2.377, 1.756], [-0.864, 2.509, 1.692], [1.888, -0.521, 1.494], [6.802, -2.972, 0.873], [5.471, -1.357, 1.063], [6.129, 0.922, -2.037], [-6.248, -0.037, -1.154], [0.416, -0.281, -0.492], [4.184, 1.639, -1.986], [4.564, 0.130, -0.355], [7.822, -1.272, -0.183], [-6.353, -1.714, 0.028], [-7.416, -1.378, 0.435], [-2.530, 2.808, -1.031], [5.928, -2.879, 2.354], [-0.718, -0.598, 1.725], [7.207, 0.262, -1.931], [-4.139, -1.875, -1.554], [-4.013, 1.573, 0.349], [-1.462, 1.744, 2.347], [-5.566, 0.174, 0.367], [-7.385, -3.528, -0.767], [2.983, -0.633, 1.150], [0.305, 0.019, 1.006], [0.577, 1.632, 1.212], [7.317, -1.796, 2.087]], "mulliken_charge": [0.21, 0.44, 0.49, 0.25, 0.31, -0.27, -0.73, -0.55, 0.35, -0.75, 0.31, -0.96, 0.02, 0.18, 0.27, 0.41, 0.64, 0.23, 0.27, 0.34, -1.24, 0.08, -0.86, -0.87, 0.11, 0.36, -0.10, 0.52, -0.93, -0.66, -0.23, 0.35, -0.20, -0.37, 0.21, -0.64, 0.25, 0.29, 0.38, -0.59, 0.24, 0.57, 0.41, -0.66, -0.72, 0.91, 0.32, 0.31, 0.17, 0.50, -0.29, 1.18, -0.56, 0.28], "relative_energy_kcal_mol": 475.54, "e_homo_ev": -6.46, "lumo_energy_ha": 0.0043, "gap_ev": 6.58, "spin_multiplicity": 1}

=====

[4]
{"formula": "C22H25N3O3", "method": "the ωB97M-V functional and the def2-TZVPD basis", "elements": ["C", "H", "N", "H", "C", "H", "H", "H", "H", "C", "C", "H", "C", "H", "H", "H", "C", "C", "H", "C", "H", "C", "C", "C", "C", "C", "H", "H", "H", "H", "H", "C", "N", "H", "H", "C", "C", "H", "N", "H", "H", "O", "O", "C", "H", "C", "C", "H", "O", "H", "C", "C", "C"], "positions_angstrom": [[-5.058, 1.123, -2.081], [1.301, -0.856, -0.795], [-0.111, 0.990, -2.237], [-4.665, -0.771, -1.193], [-2.407, -2.106, -1.162], [-2.591, -2.642, 0.906], [4.810, -0.094, -0.336], [0.919, -1.973, 6.689], [-6.082, 1.131, -1.737], [-4.563, 2.182, -2.816], [-0.415, -1.769, 3.576], [-2.845, 2.984, -3.812], [-2.422, 1.086, -2.949], [1.201, 1.512, -0.054], [-1.276, -1.503, 0.577], [2.978, -1.274, 5.486], [-0.313, -1.973, 4.941], [4.186, 0.214, 0.508], [-1.348, -1.900, 3.055], [2.043, -1.413, 4.967], [-5.194, 3.025, -3.052], [3.930, 1.721, 0.450], [-3.244, 2.158, -3.242], [1.938, -1.211, 3.609], [-2.932, 0.008, -2.205], [0.733, -1.383, 2.901], [-1.191, -2.275, 5.493], [2.909, 3.138, -0.827], [2.828, -0.523, -1.652], [4.881, 2.255, 0.467], [-1.684, -2.885, -1.420], [2.229, -0.785, 1.522], [0.967, -1.098, 1.571], [-2.954, -0.941, 0.578], [-0.823, 0.156, -4.019], [0.886, -1.801, 5.624], [1.856, 1.260, -0.896], [4.683, -0.066, 1.437], [2.934, -0.509, 0.409], [-3.409, -2.471, -1.415], [-0.717, 1.933, -3.965], [-2.051, -1.013, -1.987], [2.893, -0.822, 2.710], [-2.300, -1.772, 0.322], [3.358, 2.019, 1.332], [1.108, 1.554, -2.199], [3.148, 2.074, -0.813], [-0.404, 0.365, -1.503], [1.568, 2.231, -3.095], [3.750, 1.863, -1.699], [-4.251, 0.040, -1.771], [-0.986, 1.044, -3.392], [2.197, -0.236, -0.806]], "mulliken_charge": [-0.73, 0.59, 0.13, 0.34, -0.82, 0.53, 0.40, 0.38, 0.39, -0.70, -0.44, 0.38, 0.81, 0.29, -0.13, 0.43, -0.62, -0.89, 0.32, -1.15, 0.39, -0.60, -0.64, 0.48, 1.09, 0.58, 0.40, 0.42, 0.17, 0.44, 0.42, 0.86, -0.46, 0.32, 0.24, -0.41, 0.90, 0.41, 0.11, 0.41, 0.44, -0.44, -0.42, -0.43, 0.30, -0.06, -0.94, 0.04, -0.70, 0.28, -0.79, -0.98, -1.34], "smiles": "CCOc1ccccc1CNC(=O)[C@@H]1CCCN(c2nc3ccccc3o2)C1", "relative_energy_kcal_mol": 40.23, "e_homo_ev": -7.98, "lumo_energy_ha": 0.0278, "gap_ev": 8.74, "spin_multiplicity": 1}

=====

[5]
{"formula": "C3H7N2", "method": "the ωB97M-V functional and the def2-TZVPD basis", "elements": ["H", "C", "H", "C", "H", "H", "H", "N", "H", "N", "C", "H"], "positions_angstrom": [[-0.199, 0.755, -1.580], [0.871, 0.466, 0.223], [-1.620, -0.944, -0.367], [-0.564, -0.966, -0.364], [-1.203, 1.353, 0.919], [1.927, 0.417, 0.454], [0.158, 1.142, 2.156], [0.071, -0.533, 0.875], [0.904, -0.414, -1.829], [0.234, -0.012, -1.054], [-0.188, 0.877, 1.155], [-0.390, -2.142, -0.587]], "mulliken_charge": [0.37, -0.04, 0.30, -0.34, 0.22, 0.29, 0.26, -0.29, 0.40, -0.12, -0.31, 0.26], "total_charge": 1, "smiles": "C1[NH2+][C@H]2CN12", "relative_energy_kcal_mol": 73.27, "e_homo_ev": -14.72, "lumo_energy_ha": -0.1446, "gap_ev": 10.79, "spin_multiplicity": 1}

=====

[6]
{"formula": "C3H7N5", "method": "the ωB97M-V functional and the def2-TZVPD basis", "elements": ["H", "N", "N", "H", "N", "H", "C", "C", "H", "C", "H", "N", "H", "N", "H"], "positions_angstrom": [[-2.815, -0.223, -0.206], [-0.540, 0.031, 0.189], [2.226, -2.165, -1.621], [0.863, 1.551, -0.098], [1.622, -0.219, -0.547], [0.621, -1.917, -0.080], [-1.402, 0.953, 0.812], [0.597, 0.550, -0.079], [-0.159, 2.001, 1.763], [1.438, -1.590, -0.741], [-3.452, 1.108, 0.875], [-1.155, 1.944, 1.575], [2.377, 0.111, -1.172], [-2.631, 0.557, 0.477], [2.115, -3.147, -1.541]], "mulliken_charge": [0.24, -0.54, -0.64, 0.49, -0.19, 0.35, 0.57, -0.21, 0.23, 0.03, 0.26, -0.74, 0.31, -0.41, 0.25], "smiles": "[H]/N=C(N)\\N=C\\N/C=N/[H]", "relative_energy_kcal_mol": 15.97, "e_homo_ev": -9.04, "lumo_energy_ha": 0.0226, "gap_ev": 9.65, "spin_multiplicity": 1}

=====

[7]
{"formula": "C3H2HgMgO3", "method": "the ωB97M-V functional and the def2-TZVPD basis", "elements": ["C", "Mg", "H", "C", "O", "O", "C", "H", "O", "Hg"], "positions_angstrom": [[2.744, -2.219, -1.013], [-3.826, 2.902, 1.462], [3.407, -1.684, -1.693], [1.473, -1.928, -1.006], [0.318, -1.722, -0.996], [-1.912, 3.640, 1.837], [-1.474, 2.645, 1.267], [3.108, -3.019, -0.368], [-2.193, 1.733, 0.777], [-1.645, -0.347, -0.267]], "mulliken_charge": [-0.74, 1.23, 0.26, 0.74, -0.40, -0.47, 0.69, 0.27, -0.42, 0.84], "total_charge": 2, "relative_energy_kcal_mol": 1.26, "e_homo_ev": [-15.64, -15.37], "lumo_energy_ha": [-0.3890, -0.4248], "gap_ev": [5.05, 3.81], "spin_multiplicity": 3}

=====

[8]
{"formula": "C35H28IrN2O2S5Sb", "method": "the ωB97M-V functional and the def2-TZVPD basis", "elements": ["H", "C", "C", "C", "H", "C", "H", "H", "H", "C", "O", "C", "H", "Sb", "C", "H", "C", "C", "C", "C", "H", "C", "C", "C", "H", "S", "N", "C", "O", "H", "C", "H", "C", "C", "C", "H", "H", "H", "H", "H", "H", "C", "S", "H", "H", "H", "N", "S", "H", "C", "C", "C", "S", "C", "C", "C", "H", "H", "C", "C", "H", "H", "C", "C", "H", "C", "C", "Ir", "C", "H", "S", "C", "H", "C"], "positions_angstrom": [[5.873, -7.523, 14.855], [4.993, -1.850, 18.273], [1.689, -2.359, 23.886], [1.583, -7.342, 26.904], [5.985, -3.748, 28.051], [4.698, -3.201, 18.620], [5.095, -2.445, 23.337], [7.397, -1.976, 26.964], [10.424, -9.369, 17.273], [2.187, -6.609, 25.864], [3.931, -6.336, 15.979], [0.369, -2.385, 23.401], [8.235, -8.346, 14.556], [2.750, -4.312, 23.884], [-0.153, -5.661, 27.067], [8.905, -8.065, 18.744], [1.645, -5.391, 25.466], [5.569, -4.049, 16.535], [4.951, -4.307, 17.740], [0.478, -4.909, 26.059], [-0.403, 0.959, 23.665], [2.654, -7.635, 21.647], [5.246, -2.657, 24.403], [0.396, -6.887, 27.490], [5.797, -4.880, 15.881], [2.062, -6.054, 21.223], [4.195, -3.521, 19.845], [6.924, -7.565, 18.107], [3.687, -7.824, 17.976], [6.570, -7.430, 19.135], [-0.360, -1.189, 23.257], [5.885, -0.648, 16.716], [2.214, -1.148, 24.365], [6.298, -2.041, 25.105], [3.806, -2.517, 20.678], [-1.381, -1.253, 22.862], [6.435, -2.531, 15.272], [3.062, -7.036, 25.359], [4.846, 0.195, 18.917], [2.029, -8.276, 27.247], [-0.126, -7.505, 28.219], [4.618, -3.871, 26.402], [5.164, -5.126, 22.260], [3.946, -4.553, 26.917], [10.838, -7.834, 16.421], [-1.063, -5.297, 27.521], [4.588, -5.537, 18.255], [4.148, -7.731, 20.814], [3.297, -2.846, 21.586], [1.462, 0.034, 24.243], [4.650, -0.835, 19.188], [4.075, -1.173, 20.402], [2.122, -8.776, 22.683], [5.649, -1.656, 17.024], [0.174, 0.040, 23.706], [7.858, -8.086, 15.533], [1.925, 0.945, 24.609], [10.239, -9.250, 15.481], [10.131, -8.694, 16.442], [6.555, -2.425, 26.429], [0.046, -3.970, 25.743], [-0.102, -3.325, 23.080], [5.746, -3.368, 27.052], [8.230, -7.944, 17.900], [3.178, -1.103, 24.874], [6.074, -7.433, 17.006], [6.550, -7.667, 15.699], [4.267, -5.510, 20.358], [4.391, -3.560, 25.058], [3.851, -0.407, 21.128], [4.416, -6.829, 17.240], [8.711, -8.234, 16.627], [6.911, -1.311, 24.588], [5.932, -2.721, 16.211]], "mulliken_charge": [0.49, 1.13, 0.38, -0.65, 0.37, 0.09, 0.16, 0.34, 0.36, -0.44, -0.69, -0.60, 0.34, 0.82, -0.55, 0.37, 0.16, -0.22, 0.39, -0.29, 0.40, 0.17, -0.17, -0.54, 0.36, -0.31, -0.05, -0.24, -0.71, 0.14, -0.57, 0.39, -0.38, -0.78, -0.33, 0.37, 0.37, 0.50, 0.44, 0.38, 0.36, -0.56, -0.26, 0.41, 0.27, 0.39, -0.33, -0.11, 0.73, -0.52, -0.73, -0.94, -0.15, -0.83, -0.55, -0.73, 0.39, 0.35, -1.37, -0.51, 0.40, 0.39, -0.52, -1.05, 0.36, 0.54, -0.40, 1.12, 0.48, 0.52, 1.22, 0.95, 0.42, -1.11], "relative_energy_kcal_mol": 0.00, "e_homo_ev": [-6.96, -7.67], "lumo_energy_ha": [-0.0279, -0.1094], "gap_ev": [6.20, 4.70], "spin_multiplicity": 5}